(1)
Computed, not measured: C18H22N2O2 in the gas phase, with the ωB97M-V functional and the def2-TZVPD basis.

CARTESIAN COORDINATES (ANGSTROEM)
C: -4.688 -1.113 -1.231
H: -3.992 -1.332 -2.039
H: -4.855 -0.040 -1.194
H: -5.635 -1.596 -1.461
C: -4.146 -1.647 0.105
N: -2.783 -1.252 0.428
H: -2.168 -1.441 -0.354
C: -2.486 0.038 0.995
C: -2.618 1.290 0.093
O: -2.280 2.449 0.820
H: -1.398 2.334 1.197
C: -1.787 1.146 -1.202
O: -0.525 0.548 -0.998
C: 0.533 1.283 -0.552
C: 0.582 2.665 -0.433
C: 1.738 3.310 0.005
C: 2.881 2.617 0.344
C: 2.840 1.234 0.233
N: 3.813 0.309 0.508
C: 3.327 -0.951 0.262
C: 3.948 -2.182 0.401
C: 3.214 -3.310 0.087
C: 1.896 -3.217 -0.355
C: 1.274 -1.993 -0.498
C: 1.991 -0.844 -0.189
C: 1.682 0.558 -0.208
H: 0.254 -1.919 -0.841
H: 1.355 -4.122 -0.589
H: 3.671 -4.284 0.186
H: 4.970 -2.256 0.745
H: 4.739 0.523 0.835
H: 3.769 3.128 0.683
H: 1.726 4.387 0.079
H: -0.274 3.274 -0.678
H: -2.307 0.468 -1.883
H: -1.702 2.122 -1.691
H: -3.660 1.450 -0.199
H: -3.110 0.195 1.876
H: -1.443 -0.010 1.333
C: -5.110 -1.311 1.240
H: -4.702 -1.651 2.188
H: -5.293 -0.241 1.293
H: -6.060 -1.811 1.071
H: -4.097 -2.742 0.017

Values from the calculation:
LUMO energy = 0.85 eV
highest occupied orbital energy = -7.79 eV
net charge = 0
total energy = -959.1060 Eh
ΔE to the lowest compared entry with this formula, charge and spin = 168.55 kJ/mol

Atomic partial charges in e from the Mulliken method, atoms 1 to 6:
1. C -1.3240
2. H 0.3378
3. H 0.2236
4. H 0.4578
5. C 0.5557
6. N -0.1496

=====

(2)
Computed, not measured: C18H22N2O2 in the gas phase in a non-equilibrium geometry, with the ωB97M-V functional and the def2-TZVPD basis.

CARTESIAN COORDINATES (ANGSTROEM)
O: -0.363 -1.222 -2.888
O: -0.122 0.962 1.005
C: 0.129 -0.634 -1.945
C: 0.185 0.478 -0.053
C: 1.311 4.860 -0.647
C: 3.398 4.209 -1.734
C: 0.976 3.515 -0.483
C: 3.057 2.847 -1.537
C: 2.486 5.182 -1.324
C: 1.818 2.473 -0.965
N: 2.833 6.496 -1.517
N: -0.535 -0.458 -0.741
C: -1.831 -1.082 -0.381
C: -2.402 -4.479 2.367
C: -3.372 -3.312 2.466
C: -0.995 -3.941 2.179
C: 2.463 -0.147 -0.987
C: -3.305 -2.302 1.307
C: -0.878 -3.048 0.893
C: 1.423 0.111 -2.096
C: 1.406 0.969 -0.839
C: -1.830 -1.862 0.966
H: 0.637 5.644 -0.264
H: 4.328 4.513 -2.203
H: 0.049 3.337 0.001
H: 3.781 2.119 -1.919
H: 3.818 6.698 -1.811
H: 2.392 7.228 -1.014
H: -2.602 -0.351 -0.397
H: -2.117 -1.809 -1.155
H: -2.693 -5.035 1.496
H: -2.478 -5.123 3.248
H: -3.108 -2.756 3.383
H: -4.409 -3.664 2.607
H: -0.679 -3.346 3.035
H: -0.280 -4.762 2.112
H: 3.515 0.108 -1.222
H: 2.358 -1.086 -0.437
H: -3.935 -1.436 1.538
H: -3.682 -2.790 0.409
H: -1.075 -3.697 0.035
H: 0.162 -2.696 0.794
H: 1.669 0.519 -3.089
H: -1.506 -1.232 1.806

Values from the calculation:
LUMO energy = 0.88 eV
highest occupied orbital energy = -7.84 eV
net charge = 0
total energy = -959.1011 Eh
ΔE to the lowest compared entry with this formula, charge and spin = 181.44 kJ/mol

Atomic partial charges in e from the Mulliken method, atoms 1 to 6:
1. O -0.6647
2. O -0.6468
3. C 0.3559
4. C -0.0185
5. C -0.8888
6. C -0.9979

=====

(3)
Computed, not measured: C18H22N4O4S2 in the gas phase in a non-equilibrium geometry, with the ωB97M-V functional and the def2-TZVPD basis.

CARTESIAN COORDINATES (ANGSTROEM)
C: -4.859 -4.065 1.046
C: -4.902 -3.408 -0.327
H: -4.175 -3.880 -0.995
H: -5.902 -3.470 -0.760
O: -4.623 -2.011 -0.245
C: -3.338 -1.649 -0.211
O: -2.422 -2.459 -0.274
C: -3.128 -0.215 -0.091
C: -1.841 0.288 0.010
N: -0.699 -0.469 -0.023
C: 0.527 0.087 0.120
O: 0.670 1.286 0.265
C: 1.704 -0.872 0.091
C: 1.389 -2.345 -0.091
H: 2.318 -2.911 -0.084
H: 0.881 -2.532 -1.035
H: 0.770 -2.704 0.729
H: 2.308 -0.710 0.991
S: 2.812 -0.281 -1.257
C: 4.321 -0.140 -0.391
N: 4.406 -0.507 0.846
N: 5.569 -0.385 1.490
C: 6.620 0.081 0.907
C: 6.629 0.513 -0.501
O: 7.567 0.951 -1.124
N: 5.374 0.358 -1.091
H: 5.265 0.640 -2.060
C: 7.889 0.196 1.672
H: 8.671 -0.372 1.170
H: 8.208 1.237 1.692
H: 7.747 -0.171 2.683
H: -0.884 -1.470 -0.143
S: -1.787 1.993 0.190
C: -3.531 2.056 0.124
C: -4.102 0.834 -0.031
C: -5.586 0.657 -0.112
C: -6.284 1.994 -0.356
C: -5.733 3.069 0.576
C: -4.269 3.346 0.234
H: -3.806 3.977 0.995
H: -4.207 3.884 -0.718
H: -6.314 3.987 0.483
H: -5.806 2.723 1.609
H: -7.359 1.877 -0.203
H: -6.123 2.304 -1.390
H: -5.830 -0.047 -0.908
H: -5.938 0.216 0.825
H: -5.547 -3.565 1.723
H: -3.853 -4.005 1.455
H: -5.141 -5.110 0.958

Values from the calculation:
LUMO energy = 0.32 eV
highest occupied orbital energy = -8.08 eV
net charge = 0
total energy = -2015.5197 Eh
ΔE to the lowest compared entry with this formula, charge and spin = 15.93 kJ/mol

Atomic partial charges in e from the Mulliken method, atoms 1 to 6:
1. C -1.1148
2. C -0.2913
3. H 0.3210
4. H 0.3301
5. O -0.3033
6. C 1.0642

=====

(4)
Computed, not measured: a molecular structure, C18H22N5O3Pt in a non-equilibrium geometry, with the ωB97M-V functional and the def2-TZVPD basis.

CARTESIAN COORDINATES (ANGSTROEM)
Pt: 0.135 -0.277 0.342
O: -0.217 4.365 0.064
C: 0.966 4.556 -0.523
C: 1.471 5.856 -0.619
C: 2.696 6.097 -1.198
C: 3.463 5.043 -1.696
C: 2.980 3.759 -1.623
C: 1.738 3.490 -1.032
C: 1.288 2.118 -0.914
O: 0.141 1.815 -0.442
N: 2.128 1.176 -1.362
N: 1.832 -0.035 -1.043
C: 2.362 -1.126 -1.498
C: 1.792 -2.353 -1.030
C: 2.387 -3.606 -1.225
C: 1.754 -4.738 -0.757
C: 0.518 -4.606 -0.126
C: -0.022 -3.346 0.027
N: 0.596 -2.239 -0.392
H: -0.419 3.404 0.069
H: 0.862 6.659 -0.241
H: 3.072 7.107 -1.259
H: 4.429 5.229 -2.140
H: 3.546 2.923 -2.005
H: 3.178 -1.114 -2.209
H: 3.339 -3.669 -1.725
H: 2.200 -5.712 -0.872
H: -0.012 -5.473 0.228
H: -0.996 -3.218 0.482
C: -2.813 0.569 1.285
N: -2.585 0.118 2.643
C: -3.541 -0.848 3.154
C: -1.299 0.199 3.066
O: -0.404 0.599 2.277
N: -0.946 -0.163 4.320
C: -1.755 -0.046 5.514
C: 0.469 -0.255 4.620
H: -3.873 0.519 1.055
H: -2.250 -0.062 0.555
H: -2.473 1.598 1.172
H: -4.015 -1.356 2.311
H: -4.332 -0.363 3.731
H: -3.049 -1.596 3.773
H: -2.797 0.138 5.282
H: -1.384 0.786 6.121
H: -1.663 -0.966 6.097
H: 1.021 -0.476 3.709
H: 0.616 -1.061 5.336
H: 0.855 0.672 5.047

Values from the calculation:
LUMO energy = -4.82 eV
highest occupied orbital energy = -10.71 eV
net charge = +1
total energy = -1317.6520 Eh
ΔE to the lowest compared entry with this formula, charge and spin = 248.65 kJ/mol

Atomic partial charges in e from the Mulliken method, atoms 1 to 6:
1. Pt 0.9745
2. O -0.6244
3. C 0.2975
4. C -0.7183
5. C -0.3577
6. C -0.7489

=====

The calculation returns the following gap between HOMO and LUMO values, one per record and in order: 8.64 8.71 8.40 5.88 eV.